Version i
Below is a 2-piece molecular cluster, C7H14NO3 overall, with properties calculated with ωB97M-V/def2-TZVPD.

CARTESIAN COORDINATES (ANGSTROEM)
C 1.183 -1.130 1.698
C 1.868 0.234 1.944
C -1.340 -1.042 1.234
C 1.587 -0.909 -1.059
C 0.395 -1.574 -0.405
O -0.215 -2.493 -0.875
N 0.090 -0.905 0.766
H 1.868 -2.017 1.468
H 0.705 -1.073 2.680
H 1.973 0.412 3.052
H 1.520 1.113 1.183
H -1.375 -0.290 2.045
H 1.535 0.224 -0.851
H 3.000 0.250 1.825
H -1.913 -0.927 0.387
H -1.684 -2.062 1.599
H 2.435 -1.472 -0.584
H 1.625 -1.343 -2.091
C -2.109 2.530 -2.485
C -1.623 1.594 -1.333
O -1.349 2.168 -0.318
O -1.694 0.403 -1.676
H -1.313 3.245 -2.730
H -2.930 3.061 -2.013
H -2.242 2.005 -3.459

spin multiplicity	1
M	160.193	g mol⁻¹
HOMO energy	-3.78	eV
HOMO-LUMO gap	7.26	eV
net charge	-1

---

Version ii
Below is a 2-piece molecular cluster, C7H14NO3 overall, with properties calculated with ωB97M-V/def2-TZVPD.

CARTESIAN COORDINATES (ANGSTROEM)
C -2.361 0.078 0.624
C -2.618 0.032 -0.895
C -0.492 -1.463 1.213
C -0.382 2.106 0.305
C -0.186 0.921 1.288
O 0.124 1.245 2.405
N -0.835 -0.190 0.602
H -2.870 0.879 1.173
H -2.864 -0.828 1.307
H -2.773 -1.047 -1.206
H -1.696 0.209 -1.530
H -0.710 -2.395 0.742
H -0.039 1.804 -0.748
H -3.348 0.802 -1.162
H 0.667 -1.384 1.159
H -0.785 -1.408 2.259
H -1.433 2.391 0.328
H 0.351 2.915 0.549
C 3.751 -0.575 -1.567
C 2.393 -0.680 -0.796
O 1.516 -1.255 -1.467
O 2.402 -0.299 0.406
H 3.801 -0.135 -2.566
H 4.026 -1.633 -1.619
H 4.360 -0.088 -0.803

spin multiplicity	1
M	160.193	g mol⁻¹
HOMO energy	-4.09	eV
HOMO-LUMO gap	7.64	eV
net charge	-1

---

The structure with the greatest stability is version i.

---

Version i
Below is a 3-piece molecular cluster, C5H12O2 overall, with properties calculated with ωB97M-V/def2-TZVPD.

CARTESIAN COORDINATES (ANGSTROEM)
C -0.476 3.100 -2.387
C -0.110 1.845 -2.100
C 0.924 1.549 -1.112
C 1.598 0.407 -1.102
C 2.779 0.119 -0.240
H -1.082 3.104 -3.280
H -0.447 3.978 -1.786
H -0.630 1.048 -2.617
H 1.182 2.321 -0.400
H 1.227 -0.423 -1.687
H 2.503 -0.116 0.792
H 3.577 0.850 -0.148
H 3.299 -0.769 -0.579
O -3.164 -4.071 3.063
H -3.163 -4.207 4.022
H -2.498 -4.677 2.723
O -1.789 -1.490 1.871
H -1.846 -0.601 2.257
H -1.885 -1.965 2.709

spin multiplicity	1
M	104.149	g mol⁻¹
HOMO energy	-8.37	eV
SMILES	C=C/C=C/C.O.O
HOMO-LUMO gap	9.10	eV

---

Version ii
Below is a 3-piece molecular cluster, C5H12O2 overall, with properties calculated with ωB97M-V/def2-TZVPD.

CARTESIAN COORDINATES (ANGSTROEM)
C -3.239 0.530 0.500
O -1.964 -0.032 0.683
C -1.463 -0.597 -0.494
C -0.153 -1.287 -0.192
O 0.442 -1.936 -1.015
H -3.976 -0.238 0.224
H -3.229 1.301 -0.285
H -3.537 0.986 1.446
H -1.289 0.165 -1.270
H -2.154 -1.342 -0.917
H 0.213 -1.180 0.844
H 0.709 1.458 0.893
H -0.017 1.449 1.031
C 3.292 0.669 0.133
C 3.270 -0.424 -0.619
H 2.912 1.620 -0.228
H 3.679 0.659 1.146
H 3.642 -1.375 -0.254
H 2.862 -0.425 -1.624

spin multiplicity	1
M	104.149	g mol⁻¹
HOMO energy	-9.97	eV
SMILES	COCC=O.[H][H].C=C
HOMO-LUMO gap	10.91	eV

---

Version iii
Below is C5H12O2 in the gas phase, with properties calculated with ωB97M-V/def2-TZVPD.

CARTESIAN COORDINATES (ANGSTROEM)
C -1.849 -0.746 -1.917
O -1.052 -0.868 -0.751
C -0.912 0.021 0.422
C 0.566 0.422 0.281
C 1.039 1.868 0.424
C 1.521 -0.614 0.894
O 0.995 -1.922 0.829
H -2.125 0.279 -2.196
H -1.294 -1.168 -2.777
H -2.761 -1.343 -1.812
H -1.582 0.893 0.447
H -1.125 -0.619 1.287
H 0.555 0.208 -0.788
H 1.932 1.984 -0.206
H 1.317 2.179 1.438
H 0.285 2.566 0.040
H 2.474 -0.543 0.345
H 1.751 -0.422 1.952
H 0.437 -1.967 0.035

spin multiplicity	1
M	104.149	g mol⁻¹
HOMO energy	-9.82	eV
SMILES	COC[C@@H](C)CO
HOMO-LUMO gap	10.73	eV

---

Version iv
Below is C5H12O2 in the gas phase, with properties calculated with ωB97M-V/def2-TZVPD.

CARTESIAN COORDINATES (ANGSTROEM)
C -1.216 1.255 2.080
C -0.780 0.031 1.279
C -0.041 0.401 -0.012
O 1.229 0.965 0.267
C 0.130 -0.798 -0.949
C 0.851 -0.441 -2.244
O 0.886 -1.754 -0.205
H -0.358 1.897 2.307
H -1.946 1.853 1.520
H -1.685 0.964 3.026
H -0.115 -0.600 1.881
H -1.655 -0.585 1.032
H -0.608 1.175 -0.546
H 1.791 0.199 0.459
H -0.869 -1.203 -1.179
H 1.878 -0.132 -2.028
H 0.876 -1.300 -2.926
H 0.353 0.384 -2.762
H 1.272 -2.386 -0.824

spin multiplicity	1
M	104.149	g mol⁻¹
HOMO energy	-10.05	eV
SMILES	CC[C@@H](O)[C@@H](C)O
HOMO-LUMO gap	10.86	eV

---

The structure with the greatest stability is version iv.

---

Version i
Below is a 2-piece molecular cluster, C3H6OS2 overall, with properties calculated with ωB97M-V/def2-TZVPD.

CARTESIAN COORDINATES (ANGSTROEM)
C -0.185 -0.555 0.482
C 1.077 -1.298 0.022
O 1.157 -2.502 -0.057
C -0.087 0.953 0.375
S -1.732 1.586 0.909
S -0.665 0.653 -2.424
H -1.039 -1.010 -0.021
H -0.159 -0.790 1.554
H 1.930 -0.639 -0.037
H 0.510 1.384 1.199
H 0.693 1.076 -0.519
H -1.500 1.141 -1.484

spin multiplicity	1
M	122.214	g mol⁻¹
HOMO energy	-9.21	eV
HOMO-LUMO gap	4.88	eV

---

Version ii
Below is C3H6OS2 in the gas phase, with properties calculated with ωB97M-V/def2-TZVPD.

CARTESIAN COORDINATES (ANGSTROEM)
C 0.502 1.301 0.443
C 0.592 -0.217 0.393
S 1.833 -0.802 -0.736
C -0.750 -0.889 0.157
O -0.953 -1.937 0.696
S -2.010 -0.010 -0.738
H 1.541 1.622 0.599
H -0.133 1.659 1.206
H 0.204 1.805 -0.497
H 0.895 -0.617 1.306
H 1.078 -0.823 -1.850
H -2.799 -1.092 -0.977

spin multiplicity	1
M	122.214	g mol⁻¹
HOMO energy	-9.44	eV
SMILES	C[C@H](S)C(=O)S
HOMO-LUMO gap	10.00	eV

---

The structure with the greatest stability is version ii.